12
Properties=species:S:1:pos:R:3:forces:R:3:nbo_charge:R:1 method="wB97M-V/def2-TZVPD" smiles=Cc1ccco1 orbital_gap_ev=9.65 total_charge=0 e_homo_ev=-8.52 de_lowest_kcal_mol=8.4 multiplicity=1
O 0.9761 0.8935 -0.1631 -0.41 0.33 0.27 -0.42
C 0.9053 -1.2839 1.0940 0.07 0.08 -0.01 -0.65
C -1.0953 0.9895 -0.9994 0.01 0.04 -0.16 -0.31
C -0.8826 -0.2986 -0.4325 -0.06 -0.12 0.07 -0.32
C 0.0394 1.6908 -0.7923 0.04 -0.33 -0.29 0.08
C 0.3666 -0.3082 0.0903 -0.41 -0.02 0.15 0.29
H -1.6052 -1.0954 -0.3593 0.07 -0.02 0.01 0.22
H -1.9866 1.3188 -1.5078 0.06 0.15 0.05 0.23
H 1.1384 -0.7559 2.0240 0.07 -0.06 -0.10 0.23
H 0.2742 2.7110 -1.0852 0.41 -0.48 0.27 0.21
H 0.0904 -1.9822 1.3208 0.23 0.13 -0.09 0.23
H 1.7794 -1.8796 0.8104 -0.07 0.30 -0.18 0.22